[1]
{
  "formula": "C26H22FN3O3",
  "method": "ωB97M-V/def2-TZVPD",
  "species": ["N", "C", "C", "C", "C", "C", "C", "H", "C", "N", "C", "O", "C", "C", "N", "C", "C", "C", "H", "H", "O", "C", "C", "C", "C", "C", "C", "H", "H", "O", "C", "C", "C", "C", "C", "C", "C", "H", "H", "H", "F", "H", "H", "H", "H", "H", "H", "H", "H", "H", "H", "H", "H", "H", "H"],
  "coordinates": [[-7.804, -0.591, -2.365], [-7.626, -0.232, -1.129], [-8.629, -0.487, -0.253], [-8.684, -0.174, 1.055], [-7.666, 0.470, 1.372], [-6.739, 0.924, 0.693], [-6.819, 0.447, -0.505], [-5.964, 0.880, -1.478], [-5.558, 1.861, 0.999], [-4.246, 1.009, 1.034], [-3.405, 1.436, 0.106], [-3.475, 2.258, -0.805], [-2.219, 0.053, -0.019], [-2.382, -1.011, 0.491], [-1.435, -1.999, 0.310], [-0.288, -1.629, 0.175], [0.087, -0.454, -0.333], [-1.016, 0.567, -0.281], [-0.730, 1.744, -0.761], [1.002, 0.024, -0.628], [0.645, -2.596, -0.045], [1.924, -2.218, 0.187], [2.844, -2.948, -0.762], [4.151, -2.820, -0.645], [4.798, -1.755, -0.216], [4.074, -1.163, 0.870], [2.631, -1.569, 0.882], [2.037, -0.654, 1.530], [4.329, -0.485, 1.658], [6.190, -1.854, 0.006], [6.833, -0.788, 0.723], [6.481, 0.524, 0.351], [6.114, 0.967, -0.766], [5.789, 2.132, -1.052], [5.929, 3.166, -0.056], [6.442, 3.049, 1.232], [6.697, 1.522, 1.293], [7.005, 1.243, 2.715], [6.510, 3.632, 1.985], [5.624, 4.390, -0.195], [5.466, 2.543, -2.098], [5.818, 0.270, -1.331], [6.521, -1.165, 1.860], [7.836, -1.228, 0.612], [4.749, -3.381, -1.543], [2.549, -3.856, -1.479], [-3.282, -1.610, 0.792], [-4.103, 0.099, 1.680], [-5.324, 2.778, 0.320], [-5.788, 2.268, 2.164], [-7.633, 1.032, 2.503], [-9.502, -0.380, 1.715], [-9.419, -1.134, -0.666], [-8.381, -1.457, -2.574], [-6.886, -0.602, -2.867]],
  "e_homo_ev": -8.3870,
  "fmax_ev_per_a": 19.21
}


[2]
{
  "formula": "C26H22N4O3S4Ti",
  "method": "ωB97M-V/def2-TZVPD",
  "species": ["Ti", "N", "C", "S", "N", "N", "C", "C", "C", "C", "C", "C", "C", "C", "C", "C", "C", "C", "N", "H", "H", "H", "H", "H", "H", "H", "H", "H", "H", "H", "S", "C", "C", "C", "C", "C", "C", "S", "H", "H", "H", "H", "C", "C", "C", "C", "C", "C", "C", "S", "O", "O", "O", "H", "H", "H", "H", "H", "H", "H"],
  "coordinates": [[0.206, -0.490, 0.745], [-1.245, -1.152, 4.968], [-1.010, -0.905, 3.666], [-0.436, -2.159, 2.665], [-1.314, 0.325, 3.274], [-1.076, 0.598, 1.991], [-1.521, 1.736, 1.544], [-2.280, 2.694, 2.378], [-1.683, 3.316, 3.470], [-2.407, 4.224, 4.226], [-3.729, 4.501, 3.909], [-4.331, 3.872, 2.829], [-3.607, 2.974, 2.061], [-1.359, 1.958, 0.116], [-1.728, 3.128, -0.543], [-1.639, 3.170, -1.922], [-1.205, 2.049, -2.614], [-0.806, 0.944, -1.886], [-0.854, 0.912, -0.557], [-0.888, -2.002, 5.363], [-1.460, -0.372, 5.565], [-0.655, 3.084, 3.714], [-1.941, 4.716, 5.070], [-4.296, 5.207, 4.503], [-5.365, 4.076, 2.583], [-4.069, 2.476, 1.217], [-2.077, 3.974, 0.030], [-1.920, 4.067, -2.459], [-1.156, 2.037, -3.692], [-0.417, 0.057, -2.371], [1.724, 0.201, 2.438], [3.245, -0.062, 1.603], [4.386, -0.439, 2.311], [5.600, -0.570, 1.659], [5.689, -0.317, 0.295], [4.561, 0.045, -0.419], [3.329, 0.156, 0.223], [1.879, 0.615, -0.639], [4.296, -0.625, 3.373], [6.478, -0.875, 2.214], [6.641, -0.408, -0.214], [4.616, 0.247, -1.482], [0.492, -3.667, -6.306], [0.352, -3.393, -4.833], [-0.906, -3.345, -4.236], [-1.030, -3.117, -2.877], [0.115, -2.931, -2.114], [1.376, -2.960, -2.684], [1.484, -3.190, -4.046], [-0.116, -2.755, -0.375], [1.123, -2.116, 0.165], [-0.433, -4.034, 0.162], [-1.154, -1.698, -0.205], [-0.483, -3.805, -6.770], [1.084, -4.567, -6.472], [0.998, -2.841, -6.809], [-1.795, -3.489, -4.837], [-1.996, -3.078, -2.388], [2.250, -2.791, -2.069], [2.462, -3.209, -4.510]],
  "e_above_lowest_ev": 1.015,
  "e_homo_ev": -7.1640,
  "fmax_ev_per_a": 2.21
}


[3]
{
  "formula": "C26H22N5O2STi",
  "method": "ωB97M-V/def2-TZVPD",
  "species": ["Ti", "O", "C", "C", "C", "C", "C", "C", "C", "N", "C", "C", "N", "C", "C", "C", "C", "C", "C", "C", "O", "H", "H", "H", "H", "H", "H", "H", "H", "H", "H", "H", "H", "H", "H", "N", "C", "C", "C", "C", "C", "C", "C", "C", "N", "C", "H", "H", "H", "H", "H", "H", "H", "H", "S", "C", "N"],
  "coordinates": [[0.713, 0.394, 0.717], [1.204, 2.295, 0.709], [2.128, 3.061, 0.188], [1.886, 4.437, 0.024], [2.843, 5.264, -0.521], [4.088, 4.764, -0.917], [4.344, 3.424, -0.750], [3.382, 2.560, -0.210], [3.714, 1.170, -0.032], [2.922, 0.245, 0.363], [3.543, -1.084, 0.490], [2.471, -2.107, 0.837], [1.271, -1.691, 0.134], [0.782, -2.435, -0.780], [-0.340, -2.073, -1.615], [-1.013, -3.076, -2.328], [-2.077, -2.783, -3.146], [-2.463, -1.443, -3.290], [-1.801, -0.436, -2.628], [-0.724, -0.714, -1.756], [-0.128, 0.256, -1.129], [0.927, 4.826, 0.342], [2.626, 6.319, -0.639], [4.836, 5.422, -1.339], [5.306, 3.013, -1.039], [4.753, 0.906, -0.258], [4.317, -1.067, 1.259], [4.009, -1.352, -0.463], [2.270, -2.083, 1.908], [2.791, -3.115, 0.554], [1.226, -3.422, -0.949], [-0.680, -4.102, -2.211], [-2.598, -3.566, -3.679], [-3.293, -1.193, -3.939], [-2.093, 0.600, -2.746], [-1.243, 1.599, 0.995], [-2.453, 0.905, 0.695], [-3.595, 1.483, 0.224], [-4.747, 0.697, -0.007], [-4.753, -0.637, 0.285], [-3.583, -1.259, 0.781], [-3.505, -2.617, 1.164], [-2.329, -3.104, 1.658], [-1.197, -2.265, 1.683], [-1.219, -1.017, 1.294], [-2.416, -0.488, 0.927], [-1.061, 2.369, 0.364], [-1.212, 1.950, 1.948], [-3.624, 2.551, 0.042], [-5.641, 1.171, -0.390], [-5.649, -1.230, 0.147], [-4.381, -3.248, 1.081], [-2.241, -4.127, 1.995], [-0.239, -2.652, 2.011], [1.643, -0.846, 5.349], [1.277, -0.383, 3.847], [1.027, -0.066, 2.745]],
  "spin_multiplicity": 2,
  "e_above_lowest_ev": 0.000,
  "e_homo_ev": [-6.9222, -7.7295],
  "fmax_ev_per_a": 0.24
}


Which formula does entry 2 have?
C26H22N4O3S4Ti